one) Here is C3H5FN2 in the gas phase from the OMol25 dataset. Energies are from ωB97M-V/def2-TZVPD.

Element x y z (Å)
1 C -0.2670 -0.9968 -0.4422
2 C -0.1999 0.3088 0.2833
3 C -1.0187 0.6376 1.3207
4 H 1.8270 0.0113 -1.1482
5 H 2.2778 -1.0381 -2.2179
6 H -0.9641 -1.6583 0.1114
7 H 0.4799 1.0689 -0.1104
8 H -1.7589 -0.0169 1.9041
9 N 1.4412 -0.5732 -1.8752
10 N 0.5236 -1.5310 -1.3000
11 F -0.7447 1.8516 1.8574

Output
Kohn-Sham gap in eV: 9.486
HOMO energy in hartree: -0.3313
Multiplicity: 1
Charge: 0
Structure (SMILES): N/N=C\C=C\F

=====

two) Here is C3H5FN2 in the gas phase from the OMol25 dataset. Energies are from ωB97M-V/def2-TZVPD.

Element x y z (Å)
1 C -0.8079 0.0206 0.5393
2 C 0.2378 1.1321 0.4693
3 C 0.1299 -1.1645 0.2894
4 H -1.3766 0.0911 1.5641
5 H 0.9838 1.1856 1.4055
6 H -0.1311 2.2504 0.5075
7 H 1.8894 0.9405 -0.7580
8 H 0.4256 -2.1710 1.0773
9 N 0.9804 0.5522 -0.6524
10 N 1.2942 -0.7794 -0.1802
11 F -1.6747 -0.0706 -0.6396

Output
Kohn-Sham gap in eV: 10.066
HOMO energy in hartree: -0.3504
Multiplicity: 1
Charge: 0
Structure (SMILES): F[C@H]1C=NNC1

=====

Short version: two) is the least stable of them.

=====

one) Here is 2 unconnected molecules or ions with the total composition C3H8NO from the OMol25 dataset. Energies are from ωB97M-V/def2-TZVPD.

Element x y z (Å)
1 C -2.1523 1.0987 0.0119
2 C 1.4274 -0.9236 0.8151
3 C -0.6820 1.0033 -0.2559
4 N 0.4066 -0.9977 -0.3098
5 O -3.0113 0.3374 0.1852
6 H -2.2926 2.1711 0.1707
7 H 2.1457 -0.3953 0.2750
8 H 0.8622 -0.4592 1.5423
9 H 1.6419 -1.8789 1.1737
10 H -0.2637 1.3623 -1.2850
11 H -0.0649 1.2852 0.5489
12 H 0.6159 -0.8754 -1.2693
13 H -0.1968 -1.8084 -0.0942

Output
Expectation value of S²: 2.0108
Kohn-Sham gap (spin up / spin down) in eV: 8.665 / 5.075
HOMO energy (spin up / spin down) in hartree: -0.4680 / -0.5267
Multiplicity: 3
Charge: +1

=====

two) Here is 2 unconnected molecules or ions with the total composition C3H8NO from the OMol25 dataset. Energies are from ωB97M-V/def2-TZVPD.

Element x y z (Å)
1 C -1.5658 0.9493 0.1204
2 C -0.4884 -0.0524 -0.2180
3 C 2.7683 -0.3570 -0.2589
4 N -1.2220 -0.0725 1.1085
5 O -0.6635 -1.0624 -1.0471
6 H -1.3691 1.9559 0.3065
7 H -2.3821 0.8124 -0.5591
8 H 1.8719 -0.2274 0.3297
9 H 3.5291 0.3724 -0.3768
10 H 2.9642 -1.3347 -0.6476
11 H -0.7073 0.4281 1.8448
12 H -2.0750 -0.6988 1.3259
13 H -0.6603 -0.7130 -1.9283

Output
Expectation value of S²: 2.0062
Kohn-Sham gap (spin up / spin down) in eV: 8.405 / 10.949
HOMO energy (spin up / spin down) in hartree: -0.4441 / -0.6220
Multiplicity: 3
Charge: +1

=====

Short version: one) is the least stable of them.

=====

one) Here is a gas-phase ion, C3HO4 (charge -1) from the OMol25 dataset. Energies are from ωB97M-V/def2-TZVPD.

Element x y z (Å)
1 C 0.9585 0.3787 -1.0730
2 C -1.1938 -0.5363 0.6847
3 C 0.3011 0.1166 0.2213
4 O -1.0234 -1.4188 1.5054
5 O 1.4728 -0.1579 -2.0136
6 O -2.1438 -0.0527 0.1291
7 O 0.6765 1.5075 -0.5257
8 H 0.9521 0.1629 1.0719

Output
Kohn-Sham gap in eV: 8.826
HOMO energy in hartree: -0.1778
Multiplicity: 1
Charge: -1
Structure (SMILES): O=C([O-])[C@@H]1OC1=O

=====

two) Here is a gas-phase ion, C3HO4 (charge -1) from the OMol25 dataset. Energies are from ωB97M-V/def2-TZVPD.

Element x y z (Å)
1 C -3.2191 -0.1817 -0.0545
2 C 0.4891 -0.7661 0.6067
3 C -1.7311 0.4234 0.0119
4 O -3.5948 -0.7080 -1.0733
5 O -3.7481 0.0824 1.0649
6 O -0.7202 -0.4296 0.7410
7 O -1.4173 1.5793 -0.1376
8 H 0.8654 -0.4275 -0.4291

Output
Kohn-Sham gap in eV: 8.536
HOMO energy in hartree: -0.1633
Multiplicity: 1
Charge: -1

=====

Short version: two) is the least stable of them.

=====

one) Here is a molecular structure, C4H8Cl3OP from the OMol25 dataset. Energies are from ωB97M-V/def2-TZVPD.

Element x y z (Å)
1 C -0.5194 0.0385 1.9383
2 C 0.6516 0.1025 -1.9713
3 C 0.6432 -0.9444 1.3883
4 C 1.1017 1.0291 -0.8755
5 O 3.2380 -0.8326 0.0108
6 P 1.9351 0.0968 0.5779
7 Cl 1.5190 -1.6798 2.6730
8 Cl 2.2407 2.1926 -1.4289
9 Cl 2.5978 1.4034 1.8165
10 H -0.1834 0.7057 2.7516
11 H -1.2549 -0.5491 2.4062
12 H -0.8099 0.5897 0.9982
13 H 0.1081 0.5780 -2.8710
14 H 1.4113 -0.5268 -2.6677
15 H -0.0159 -0.5549 -1.4435
16 H 0.3232 -1.8083 0.7701
17 H 0.2109 1.4944 -0.4758

Output
Kohn-Sham gap in eV: 10.135
HOMO energy in hartree: -0.3543
Multiplicity: 1
Charge: 0

=====

two) Here is 2 unconnected molecules or ions with the total composition C4H8Cl3OP from the OMol25 dataset. Energies are from ωB97M-V/def2-TZVPD.

Element x y z (Å)
1 C -2.7699 1.0851 -1.0031
2 C 2.8717 -0.8423 -0.8071
3 C -3.6645 0.1544 -0.8987
4 C 1.9486 -0.2913 0.2287
5 O 0.4072 0.9352 -1.5134
6 P 1.3540 1.3805 -0.3799
7 Cl -4.2037 -0.4503 0.6694
8 Cl 0.6187 -1.4189 0.5657
9 Cl 0.1194 1.8316 1.1492
10 H -2.3676 1.6482 -0.0950
11 H 0.0103 0.0865 -1.4526
12 H -2.6815 1.6615 -1.9048
13 H 2.3471 -1.4610 -1.4922
14 H 3.2908 0.0547 -1.4171
15 H 3.7356 -1.3338 -0.3382
16 H -4.0361 -0.3762 -1.7372
17 H 2.3346 -0.2022 1.2074

Output
Kohn-Sham gap in eV: 10.167
HOMO energy in hartree: -0.3481
Multiplicity: 1
Charge: 0
Structure (SMILES): C[C@H](Cl)P(O)Cl.C=CCl

=====

Short version: one) is the least stable of them.

=====

one) Here is C11H21N3O3 in the gas phase from the OMol25 dataset. Energies are from ωB97M-V/def2-TZVPD.

Element x y z (Å)
1 C -2.9348 -0.7589 0.4722
2 C -1.5208 -1.1177 -0.0993
3 C -4.1511 -0.9762 -0.4959
4 C -5.1649 0.1479 -0.2975
5 C -4.6742 0.8430 1.0297
6 C 0.6962 0.2404 0.3719
7 C 0.5619 1.4740 -0.5845
8 C 1.5294 -0.8189 -0.2745
9 C 3.0634 -0.5725 -0.6159
10 C 3.7608 0.3257 0.5855
11 C 5.3723 0.2158 0.7336
12 H -2.5939 1.1067 0.2998
13 H -3.3120 -1.3490 1.3357
14 H -3.9232 -0.9169 -1.6446
15 H -4.5671 -2.0518 -0.3512
16 H -5.0396 0.6712 -1.1766
17 H -6.2222 -0.2368 -0.3744
18 H -4.8194 1.9752 1.2099
19 H -5.0673 0.7224 2.0664
20 H -1.1693 0.0987 1.3311
21 H 0.9314 0.6456 1.5126
22 H 1.2875 -1.6098 0.3967
23 H 1.0243 -1.0821 -1.2970
24 H 3.3375 -1.7202 -0.6188
25 H 3.1337 -0.0042 -1.6189
26 H 3.3616 1.3602 0.3760
27 H 3.5167 -0.0220 1.7473
28 H 5.8906 1.2153 0.1690
29 H 5.6036 0.4337 1.9555
30 H 5.7994 -1.1838 -0.7387
31 H 6.9684 -1.3263 0.6557
32 H 2.4882 1.5675 -0.4490
33 N -3.1250 0.6142 0.9593
34 N -0.6058 -0.4328 0.7506
35 N 5.8852 -1.0630 0.2876
36 O -1.3488 -2.0635 -0.9558
37 O -0.4872 1.9190 -0.9358
38 O 1.7187 1.8774 -1.0735

Output
Kohn-Sham gap in eV: 9.712
HOMO energy in hartree: -0.3356
Multiplicity: 1
Charge: 0
Structure (SMILES): NCCCC[C@H](NC(=O)[C@@H]1CCCN1)C(=O)O

=====

two) Here is C11H21N3O3 in the gas phase from the OMol25 dataset. Energies are from ωB97M-V/def2-TZVPD.

Element x y z (Å)
1 C -1.7761 -0.8290 0.9023
2 C -0.2807 -1.0489 1.1675
3 C -2.1317 0.4443 0.0759
4 C -1.0963 1.5581 -0.2438
5 C -0.9808 2.5693 0.8689
6 C 0.4767 3.3523 0.8439
7 C 0.1592 -1.1548 -1.4024
8 C -0.5044 -2.4099 -1.7614
9 C 1.4026 -1.2375 -2.2043
10 C 2.5522 -1.3383 -1.1476
11 C 1.9327 -0.8845 0.1248
12 H -2.8366 -1.7227 2.5976
13 H -1.6907 -0.6392 2.8703
14 H -2.2528 -1.7042 0.3931
15 H -2.4744 0.0172 -0.9044
16 H -3.1157 0.9187 0.4860
17 H -1.4031 1.9517 -1.1951
18 H -0.1422 1.0275 -0.4941
19 H -1.8467 3.2136 0.8007
20 H -1.0631 2.0747 1.8272
21 H 0.3093 4.2195 1.4692
22 H 0.7004 3.6999 -0.2073
23 H 2.4189 2.9970 1.2500
24 H 1.3337 1.8844 1.8837
25 H -0.4774 -0.3380 -1.7521
26 H 1.4533 -0.4424 -2.8575
27 H 1.4415 -2.0023 -3.0138
28 H 3.3636 -0.7997 -1.6610
29 H 2.7209 -2.4486 -0.9930
30 H 2.1061 0.2218 0.1990
31 H 2.4093 -1.2997 1.0146
32 H 0.7731 -3.3648 -0.6716
33 N -2.4596 -0.8257 2.2724
34 N 1.6435 2.3946 1.0776
35 N 0.4942 -1.0440 -0.0402
36 O 0.2651 -1.0944 2.2356
37 O -1.4720 -2.3252 -2.5228
38 O 0.0478 -3.5909 -1.2879

Output
Kohn-Sham gap in eV: 9.927
HOMO energy in hartree: -0.3426
Multiplicity: 1
Charge: 0
Structure (SMILES): NCCCC[C@H](N)C(=O)N1CCC[C@H]1C(=O)O

=====

Short version: one) is the least stable of them.

=====

one) Here is 2 unconnected molecules or ions with the total composition H2O2 from the OMol25 dataset. Energies are from ωB97M-V/def2-TZVPD.

Element x y z (Å)
1 O 0.8232 -0.0120 -0.7372
2 O 0.3267 -0.5805 0.3366
3 H 0.7484 1.0138 -0.4942
4 H -1.8983 -0.4212 0.8948

Output
Kohn-Sham gap (spin up / spin down) in eV: 9.660 / 11.522
HOMO energy (spin up / spin down) in hartree: -0.3825 / -0.4090
Multiplicity: 1
Charge: 0

=====

two) Here is H2O2 in the gas phase from the OMol25 dataset. Energies are from ωB97M-V/def2-TZVPD.

Element x y z (Å)
1 H -0.2040 -1.1840 -0.6529
2 H -0.3580 0.9306 0.6698
3 O -0.0544 -0.1630 -0.6523
4 O 0.1246 0.1947 0.6502

Output
Kohn-Sham gap in eV: 11.205
HOMO energy in hartree: -0.3700
Multiplicity: 1
Charge: 0
Structure (SMILES): OO

=====

Short version: one) is the least stable of them.

=====

one) Here is a gas-phase ion, C2H4ClN2 (charge +1) from the OMol25 dataset. Energies are from ωB97M-V/def2-TZVPD.

Element x y z (Å)
1 C 0.2641 2.1662 0.2497
2 C -0.6196 -0.3191 0.2473
3 N -0.0556 0.9121 0.0811
4 N 1.3589 1.5791 0.7110
5 Cl -0.3278 3.8477 0.0682
6 H -1.3978 -0.3909 -0.5933
7 H -0.0463 -1.0832 -0.2264
8 H -0.9613 -0.6393 1.2387
9 H 2.1686 1.0857 0.3500

Output
Kohn-Sham gap in eV: 10.400
HOMO energy in hartree: -0.5829
Multiplicity: 1
Charge: +1
Structure (SMILES): CN1[NH+]=C1Cl

=====

two) Here is a gas-phase ion, C2H4ClN2 (charge +1) from the OMol25 dataset. Energies are from ωB97M-V/def2-TZVPD.

Element x y z (Å)
1 C -1.3080 0.2610 -0.0585
2 C 1.2351 0.1154 0.4840
3 N -0.0386 0.2370 -0.1441
4 N -0.7308 -0.2112 -1.3561
5 Cl -2.6769 0.6209 0.7228
6 H 1.3646 -0.9086 0.5569
7 H 2.0088 0.4351 -0.3151
8 H 1.1015 0.5963 1.5214
9 H -0.9557 -1.1460 -1.4114

Output
Kohn-Sham gap in eV: 10.075
HOMO energy in hartree: -0.5731
Multiplicity: 1
Charge: +1
Structure (SMILES): CN1[NH+]=C1Cl

=====

Short version: one) is the least stable of them.

=====

one) Here is C18H24N2O3 in the gas phase from the OMol25 dataset. Energies are from ωB97M-V/def2-TZVPD.

Element x y z (Å)
1 C -4.6808 -2.5729 -0.3461
2 H -5.5651 -3.0368 -0.4291
3 H -4.2905 -2.2758 -1.4872
4 H -3.9664 -3.3133 -0.0343
5 C -4.7307 -1.4515 0.2183
6 N -3.5355 -0.6793 0.4064
7 C -3.3917 0.3423 -0.3059
8 O -4.2258 0.9428 -1.2789
9 C -1.9892 1.0878 -0.5718
10 C -1.0076 0.7657 0.5528
11 C 0.1580 1.6095 0.5643
12 C 0.4691 2.3386 -0.6111
13 C -0.3033 2.3014 -1.6488
14 C -1.5561 1.9904 -1.4885
15 H -2.3037 2.0673 -2.4394
16 H -0.1057 3.1024 -2.2206
17 H 1.5819 2.5422 -0.4923
18 O 0.9928 1.0569 1.6913
19 C 2.4941 1.5957 1.4927
20 C 3.1387 1.0010 0.4626
21 O 3.7856 1.7146 -0.4245
22 N 2.9740 -0.2639 0.2289
23 C 2.4110 -1.2557 0.9156
24 H 3.0856 -1.8691 1.6400
25 C 1.6934 -2.1620 -0.3226
26 C 2.7882 -3.0812 -0.9528
27 C 4.0288 -2.5091 -1.0684
28 C 3.7901 -0.6677 -1.1709
29 H 4.6035 -0.3020 -1.1406
30 H 3.1530 -0.6395 -1.9329
31 H 4.5669 -2.5230 -2.0130
32 H 4.6317 -2.5570 -0.3373
33 H 2.9394 -4.0411 -0.4822
34 H 2.2581 -3.4001 -1.9553
35 H 0.9925 -1.8133 -0.7097
36 H 1.1264 -2.8193 0.5404
37 H 1.7300 -0.8945 1.3600
38 H 2.4955 2.6000 1.8180
39 H 2.8127 1.1442 2.4966
40 C -1.6064 0.0335 1.7668
41 C -2.2958 -1.2605 1.2376
42 H -2.9252 -1.7439 2.1073
43 H -1.8732 -1.8588 0.4368
44 H -0.6820 -0.6750 2.2066
45 H -2.1633 0.5445 2.3353
46 H -5.3261 -0.6501 -0.0787
47 H -4.9521 -1.5851 1.4534

Output
Kohn-Sham gap in eV: 8.991
HOMO energy in hartree: -0.3153
Multiplicity: 1
Charge: 0
Structure (SMILES): CCN1CCc2c(OCC(=O)N3CCCCC3)cccc2C1=O

=====

two) Here is C18H24N2O3 in the gas phase from the OMol25 dataset. Energies are from ωB97M-V/def2-TZVPD.

Element x y z (Å)
1 C -3.1347 -3.1185 -0.1989
2 C -3.3466 -1.6487 -0.1177
3 C -2.5283 -0.6505 0.3401
4 C -3.2310 0.5836 0.1565
5 C -2.9266 1.9197 0.4176
6 C -3.8634 2.8800 0.1080
7 C -5.0971 2.5416 -0.4536
8 C -5.4249 1.2297 -0.7228
9 C -4.4835 0.2573 -0.4155
10 N -4.5222 -1.0988 -0.5696
11 H -5.2874 -1.6226 -0.9592
12 H -6.3777 0.9657 -1.1582
13 H -5.8054 3.3247 -0.6809
14 H -3.6459 3.9203 0.3011
15 H -1.9763 2.1874 0.8532
16 C -1.1475 -0.7908 0.9055
17 O -0.9420 0.0825 2.0052
18 H -1.7497 0.1056 2.5291
19 C -0.0896 -0.4845 -0.1735
20 N 1.1357 -1.2183 0.0779
21 C 1.9726 -1.4095 -1.0865
22 C 2.7055 -0.1393 -1.5386
23 H 1.9989 0.6350 -1.8369
24 H 3.3616 -0.3590 -2.3805
25 C 3.5490 0.4042 -0.3867
26 C 2.6720 0.5912 0.8611
27 C 1.9191 -0.7068 1.1849
28 H 1.2524 -0.5382 2.0299
29 H 2.6481 -1.4786 1.4505
30 H 1.9716 1.4034 0.6643
31 H 3.2926 0.8759 1.7119
32 O 4.6286 -0.4781 -0.1339
33 C 5.7073 0.2908 0.3408
34 H 5.7882 0.2175 1.4331
35 C 5.3828 1.7338 -0.1042
36 H 6.1179 2.1369 -0.8041
37 O 4.1521 1.6271 -0.7800
38 H 5.2957 2.4087 0.7568
39 H 6.6222 -0.0969 -0.1127
40 H 1.3590 -1.7956 -1.9039
41 H 2.7225 -2.1627 -0.8279
42 H 0.0424 0.6054 -0.2105
43 H -0.4846 -0.8152 -1.1365
44 H -0.9886 -1.8298 1.2378
45 H -3.0659 -3.4371 -1.2396
46 H -2.2133 -3.3965 0.3030
47 H -3.9653 -3.6520 0.2638

Output
Kohn-Sham gap in eV: 8.514
HOMO energy in hartree: -0.2850
Multiplicity: 1
Charge: 0
Structure (SMILES): Cc1[nH]c2ccccc2c1[C@H](O)CN1CCC2(CC1)OCCO2

=====

Short version: one) is the least stable of them.